The following is a quantum chemistry calculation of C46H54F5N2O7PSSeYb as an isolated structure, from the Open Molecules 2025 dataset.

Each line ends with the Mulliken spin population.
CARTESIAN COORDINATES (ANGSTROEM)
1 Yb 0.60502 0.87820 1.53540  0.0252
2 C -2.74449 0.38528 2.93252  -0.0015
3 C -2.89580 -0.04547 4.36442  -0.0001
4 O -1.55964 -0.37493 4.78776  0.0005
5 C -1.27509 -0.26473 6.18643  -0.0003
6 C 0.15294 0.29278 6.39673  0.0003
7 O 0.31122 1.59943 5.80662  0.0001
8 C 1.62397 1.74464 5.27227  0.0003
9 C 1.76059 2.75884 4.14491  0.0013
10 O 0.91067 2.44238 3.00514  -0.0047
11 C -0.26947 3.16492 2.85158  0.0061
12 C -1.42030 2.35968 3.43951  -0.0039
13 O -1.61276 1.18326 2.66571  0.0006
14 H -3.67685 0.93082 2.65208  0.0003
15 H -2.71570 -0.45466 2.26681  -0.0009
16 H -3.54068 -0.91428 4.35316  0.0003
17 H -3.33649 0.82385 4.88080  0.0001
18 H -1.32568 -1.22867 6.70585  0.0001
19 H -2.03692 0.39497 6.68076  -0.0001
20 H 0.74852 -0.48208 5.82878  -0.0001
21 H 0.47648 0.42569 7.44410  0.0000
22 H 2.06688 0.77959 4.96670  -0.0001
23 H 2.25863 2.18264 6.04674  0.0001
24 H 2.82016 2.79185 3.83736  0.0003
25 H 1.49359 3.75682 4.46589  -0.0001
26 H -0.45679 3.28717 1.76339  -0.0041
27 H -0.14920 4.12888 3.27926  0.0027
28 H -2.40241 2.89103 3.45668  0.0000
29 H -1.18077 2.06587 4.46040  0.0002
30 O 2.39522 -1.51740 3.82697  0.0001
31 S 1.71063 -1.45009 2.56768  0.0027
32 O 2.34396 -0.25395 1.75849  0.0021
33 O 0.24828 -1.17755 2.68125  -0.0004
34 C 2.15990 -2.99563 1.76273  0.0034
35 C 3.49779 -3.33447 2.06484  -0.0017
36 C 4.00530 -4.56315 1.60164  0.0010
37 C 3.17718 -5.43098 0.89950  -0.0007
38 C 1.85914 -5.06751 0.61350  0.0002
39 C 1.37237 -3.75867 0.91046  -0.0005
40 P -0.30610 -3.27136 0.41424  -0.0018
41 C -1.36103 -4.15985 1.57727  -0.0008
42 C -2.65860 -3.66166 1.78874  0.0017
43 C -3.47131 -4.30325 2.75676  0.0000
44 C -3.12384 -5.58479 3.22625  0.0001
45 C -1.81962 -6.16074 2.94299  0.0004
46 C -1.04777 -5.49559 1.98734  -0.0011
47 C -0.33776 -4.32766 -1.11310  0.0014
48 C -1.37444 -5.23046 -1.41171  0.0001
49 C -1.22632 -6.09218 -2.49909  0.0004
50 C -0.19525 -5.90024 -3.44545  -0.0007
51 C 0.81760 -4.97223 -3.18027  0.0014
52 C 0.80390 -4.24413 -1.98909  -0.0022
53 H 3.98717 -2.51992 2.61901  0.0000
54 H 5.04136 -4.80610 1.83137  0.0000
55 H 3.57555 -6.38933 0.57347  0.0000
56 H 1.14767 -5.74618 0.18275  0.0001
57 H -2.93301 -2.98005 0.90188  -0.0011
58 H -4.20150 -3.70501 3.29609  0.0000
59 H -3.85297 -6.09252 3.86297  0.0001
60 H -1.37502 -7.03053 3.40358  -0.0001
61 H -0.17260 -5.98661 1.60485  0.0000
62 H -2.28608 -5.21408 -0.79425  -0.0003
63 H -2.01186 -6.85463 -2.60261  0.0001
64 H -0.19422 -6.48629 -4.37014  -0.0001
65 H 1.63956 -4.98311 -3.85214  0.0003
66 H 1.65342 -3.75076 -1.54925  0.0025
67 C -4.24031 5.41474 -2.96686  0.0076
68 C -2.96275 4.76127 -3.45418  0.0071
69 C -3.32274 4.01653 -4.73479  -0.0016
70 C -1.93191 5.85473 -3.83476  -0.0065
71 C -2.48965 3.76081 -2.44269  -0.0766
72 C -3.08709 3.53591 -1.20841  0.3959
73 C -2.35212 2.97690 -0.15064  -0.2587
74 N -1.19525 2.37741 -0.31898  0.1352
75 C -0.75630 2.32536 -1.61096  0.2409
76 C -1.36488 3.04524 -2.67197  0.0421
77 C 0.34211 1.48683 -1.97150  0.0923
78 C 0.53076 1.07050 -3.28926  0.0994
79 C 1.71701 0.46509 -3.68770  -0.0556
80 C 2.67848 0.31512 -2.69299  0.1413
81 C 2.43751 0.67251 -1.40383  -0.0433
82 N 1.27130 1.15328 -0.99736  0.1240
83 C 1.95986 0.01829 -5.11559  0.0088
84 C 2.73329 1.16508 -5.94005  -0.0003
85 C 0.61703 -0.30561 -5.88904  0.0074
86 C 2.91656 -1.20214 -5.08556  -0.0016
87 H -4.86724 5.98608 -3.73398  0.0009
88 H -4.22633 6.02769 -2.04607  0.0031
89 H -4.91194 4.58858 -2.58830  -0.0009
90 H -3.39779 4.69789 -5.58321  0.0006
91 H -4.18154 3.32537 -4.63903  -0.0020
92 H -2.46386 3.36459 -5.00919  0.0086
93 H -2.06773 6.24392 -4.85629  0.0009
94 H -0.89231 5.50722 -3.73049  -0.0021
95 H -1.96203 6.72321 -3.10819  -0.0017
96 H -4.10406 3.83852 -1.07708  0.0538
97 H -2.68811 3.05397 0.86220  -0.0026
98 H -0.73560 3.24801 -3.54703  0.0195
99 H -0.36319 1.07308 -3.91406  0.0110
100 H 3.65497 0.01019 -3.00364  0.0199
101 H 3.19820 0.46017 -0.61883  0.0032
102 H 2.10755 1.95979 -6.40293  0.0000
103 H 3.33739 0.68470 -6.75464  0.0008
104 H 3.50742 1.65967 -5.27759  0.0018
105 H 0.20640 0.65960 -6.18906  -0.0016
106 H -0.05819 -0.98485 -5.34383  -0.0025
107 H 0.94689 -0.83521 -6.81683  0.0009
108 H 3.86195 -1.01927 -4.62835  0.0017
109 H 3.14223 -1.62614 -6.10259  0.0000
110 H 2.41371 -2.06393 -4.54995  0.0025
111 Se -0.98169 -1.26346 -0.26621  -0.0033
112 F 5.27743 5.47317 0.80136  0.0000
113 C 4.89959 4.19865 0.66175  0.0005
114 F 5.64161 3.44273 1.55660  0.0001
115 C 3.36845 4.13017 0.99259  -0.0002
116 F 2.85199 2.87359 0.97751  0.0010
117 F 3.02514 4.84272 2.10301  -0.0002
118 F 2.84343 4.80667 -0.02782  -0.0007

Output
2S+1: 2
HOMO (spin up / spin down): -1.65 / -1.88 eV
E_LUMO (spin up / spin down): 1.56 / 1.56 eV
charge: -1



The following is a quantum chemistry calculation of one molecule with the formula C5H7NO, from the Open Molecules 2025 dataset.

Each line ends with the natural charge from an NBO analysis.
CARTESIAN COORDINATES (ANGSTROEM)
1 O -2.03645 -0.41352 -0.59441  -0.7040
2 C -0.98986 -1.34399 -0.77651  -0.0641
3 C 0.36877 -0.69012 -0.63824  -0.4362
4 C 1.40446 -0.59397 -1.42101  0.2495
5 C 0.66091 0.06272 0.63770  -0.0916
6 C 1.30310 1.40407 0.63516  -0.2420
7 N -0.12289 1.26890 0.89402  -0.5801
8 H -2.09522 -0.20747 0.34849  0.4753
9 H -1.06099 -2.16709 -0.05041  0.1817
10 H -1.10961 -1.76378 -1.77752  0.2037
11 H 0.80817 -0.57602 1.50817  0.2157
12 H 1.62416 1.81969 -0.31665  0.2158
13 H 1.89858 1.69824 1.49476  0.2073
14 H -0.65312 1.50234 0.05644  0.3689

Output
HOMO: -10.13 eV
E_LUMO: -0.24 eV
charge: 0



The following is a quantum chemistry calculation of C38H29BrNO6PtSeTe as an isolated structure, from the Open Molecules 2025 dataset.

Each line ends with the Mulliken spin population.
CARTESIAN COORDINATES (ANGSTROEM)
1 Pt 0.13086 2.61981 0.41629  0.0088
2 Br -0.13405 -0.64309 4.12634  -0.0061
3 C 0.67439 -1.15727 0.59017  -0.0177
4 C 0.82565 -2.39796 0.12087  0.0009
5 C 1.82026 -2.72333 -0.89121  0.0023
6 C 2.16727 -1.89762 -1.90189  0.0037
7 C 1.68869 -0.53554 -2.11384  -0.0033
8 C 1.49908 -0.04571 -3.41083  0.0010
9 C 0.93321 1.20197 -3.58727  0.0024
10 C 0.54603 1.98052 -2.49622  0.0050
11 C 0.73905 1.55081 -1.18292  0.0127
12 C 1.36485 0.30522 -1.04599  -0.0315
13 H 0.15787 -3.19242 0.40579  0.0004
14 H 2.18000 -3.74627 -0.91586  -0.0004
15 H 2.79196 -2.30823 -2.68951  0.0001
16 H 1.76901 -0.65855 -4.26317  -0.0004
17 H 0.78514 1.58452 -4.59084  -0.0007
18 H 0.12709 2.96444 -2.66894  0.0019
19 O 4.50704 7.09062 -0.39195  -0.0001
20 C 3.71577 6.18593 -0.21742  0.0003
21 C 2.41407 5.98689 -0.95077  -0.0050
22 O 1.98004 6.70676 -1.84210  -0.0037
23 C 1.82715 4.78040 -0.39119  -0.0286
24 C 2.64898 4.22064 0.63322  0.0175
25 O 2.37187 3.16259 1.24710  0.0418
26 C 3.86812 5.04538 0.76426  0.0089
27 O 4.83171 4.85387 1.48226  0.0032
28 O 0.71505 4.26038 -0.77169  -0.0632
29 Se -1.31099 3.72273 1.96876  1.0094
30 C -5.85055 -4.17875 3.29892  0.0001
31 C -4.70147 -3.30519 2.87989  -0.0015
32 C -4.89454 -1.98250 2.52409  0.0027
33 C -3.83979 -1.16166 2.13250  0.0003
34 C -4.17854 0.27006 1.81713  -0.0107
35 C -2.55193 -1.70428 2.06509  -0.0250
36 Te -1.09709 -0.24570 1.42182  0.0382
37 N 1.64604 -0.18528 0.27549  0.0042
38 C 2.93458 -0.41233 0.77375  0.0035
39 O 3.10226 -1.16443 1.70784  -0.0015
40 C 4.10954 0.19034 0.05180  -0.0089
41 C 5.25313 -0.60332 0.01746  0.0003
42 C 6.40308 -0.14728 -0.60613  0.0000
43 C 6.42511 1.11847 -1.17511  0.0000
44 C 5.29528 1.91879 -1.12680  -0.0006
45 C 4.13426 1.45472 -0.52726  0.0132
46 C -2.07042 -0.56291 -0.58309  0.0150
47 C -2.09896 -1.87646 -1.04028  0.0087
48 C -2.70065 -2.23518 -2.23262  -0.0002
49 C -3.31521 -1.25714 -2.99934  -0.0008
50 C -3.32021 0.04588 -2.54448  -0.0051
51 C -2.70915 0.42519 -1.34280  -0.0095
52 C -2.78082 1.88078 -0.98418  0.0202
53 C -2.31278 -3.00999 2.50046  -0.0025
54 C -0.95431 -3.63967 2.63686  0.0011
55 C -3.40266 -3.78726 2.88028  0.0018
56 H -6.79394 -3.63517 3.25016  0.0000
57 H -5.72255 -4.53773 4.32218  -0.0001
58 H -5.93607 -5.05577 2.65377  0.0000
59 H -5.89073 -1.55490 2.56868  0.0000
60 H -5.05585 0.56632 2.39171  0.0014
61 H -4.40951 0.39393 0.75844  -0.0001
62 H -3.39333 0.98869 2.07122  0.0066
63 H 5.22458 -1.57321 0.49612  0.0001
64 H 7.28688 -0.77393 -0.63102  0.0000
65 H 7.33032 1.48694 -1.64318  0.0000
66 H 5.31142 2.91973 -1.53865  0.0000
67 H 3.26704 2.08657 -0.47153  -0.0093
68 H -1.65763 -2.66315 -0.44652  0.0005
69 H -2.69324 -3.27038 -2.55149  0.0000
70 H -3.79495 -1.50824 -3.93782  0.0000
71 H -3.80777 0.81605 -3.13159  0.0003
72 H -3.62923 2.34816 -1.48770  -0.0042
73 H -1.87175 2.39963 -1.29480  0.0009
74 H -2.86373 2.06754 0.08332  0.0017
75 H -0.16276 -2.90048 2.73168  0.0006
76 H -0.74954 -4.31044 1.79899  -0.0006
77 H -0.93547 -4.25031 3.53981  0.0003
78 H -3.21154 -4.80223 3.21544  -0.0006

Output
2S+1: 2
HOMO (spin up / spin down): -1.68 / -1.66 eV
E_LUMO (spin up / spin down): 3.47 / 3.47 eV
charge: -2



Q: charge of number 2 (C5H7NO)?
A: 0